Run A
Formula: C6H16O2
Source: the OMol25 dataset
Level of theory: ωB97M-V/def2-TZVPD

```
24
Properties=species:S:1:pos:R:3:lowdin_charge:R:1
C -0.176 -1.783 -2.692 -0.082
C 0.250 -0.402 -2.155 -0.163
C -0.745 0.174 -1.033 -0.151
C -0.528 -0.658 0.138 0.021
C 0.220 -0.198 1.230 0.007
C 0.468 -1.105 2.392 -0.017
H -0.645 -2.467 -1.978 0.074
H 0.745 -2.332 -2.867 0.084
H -0.832 -1.613 -3.539 0.086
H 0.237 0.331 -2.957 0.124
H 1.211 -0.538 -1.659 0.109
H -1.752 0.055 -1.454 0.144
H -0.556 1.240 -0.928 0.117
H -1.131 -1.552 0.250 0.150
H 0.814 0.726 1.156 0.099
H 0.450 -2.168 2.105 0.107
H -0.380 -1.053 3.081 0.123
H 1.480 -0.940 2.753 0.098
H -1.749 2.694 0.392 0.053
H -1.160 1.557 1.259 -0.001
O -1.321 2.513 1.233 -0.026
H 1.057 2.974 1.890 0.044
H 2.295 2.019 1.994 0.051
O 1.746 2.528 1.389 -0.052
```

Properties
charge: +1
<S²>: 0.753
Kohn-Sham gap (spin up / spin down): 10.366 / 6.705 eV
2S+1: 2

Run B
Formula: C6H16O2
Source: the OMol25 dataset
Level of theory: ωB97M-V/def2-TZVPD

```
24
Properties=species:S:1:pos:R:3:lowdin_charge:R:1
C -1.496 1.726 -1.809 -0.085
C -0.230 1.114 -1.159 -0.254
C 0.272 -0.167 -1.870 -0.119
C -0.532 -1.215 -0.994 -0.157
C 0.078 -2.178 1.192 0.233
C 0.429 -2.029 -0.171 0.076
H -1.693 2.731 -1.506 0.066
H -2.401 1.294 -1.314 0.089
H -1.616 1.826 -2.875 0.076
H 0.642 1.755 -1.042 0.116
H -0.531 0.988 -0.077 0.088
H 1.306 -0.294 -2.050 0.098
H -0.216 -0.117 -2.897 0.136
H -0.992 -2.018 -1.528 0.147
H -1.384 -0.647 -0.512 0.136
H -0.812 -1.885 1.604 0.061
H 0.534 -2.706 1.949 0.078
H 1.284 -2.466 -0.716 0.155
H 2.254 0.314 2.726 0.012
H 3.439 0.881 2.240 0.061
O 2.859 1.029 3.033 -0.079
H -1.051 0.151 2.488 0.081
H 0.066 1.252 2.997 0.053
O -0.208 0.661 2.293 -0.067
```

Properties
charge: +1
<S²>: 0.755
Kohn-Sham gap (spin up / spin down): 9.522 / 5.705 eV
2S+1: 2

Which of them is the most stable, and which is the least stable? run A and run B, in that order.